Density functional theory data (the ωB97M-V functional and the def2-TZVPD basis) for C8H14Br6O6 as an isolated structure.

Output
- HOMO-LUMO gap: 10.0641 eV
- Energy above the lowest of the compared OMol25 structures with the same formula, charge and spin: 0.0 kJ/mol
- Molecular weight: 685.618 g mol⁻¹

Structure (XYZ):
```
34
Properties=species:S:1:pos:R:3:forces:R:3:mulliken_charge:R:1
C -1.211 4.635 4.590 -0.481 0.256 -0.288 -0.34
Br -2.644 3.376 4.291 0.159 0.080 -0.002 -0.01
Br -1.953 6.347 5.212 0.521 -0.667 -0.290 -0.04
Br -0.112 4.811 2.988 -0.271 0.289 0.642 -0.03
H -0.593 4.210 5.367 0.087 0.219 0.052 0.41
C -0.731 -3.626 -1.118 -0.366 -0.448 0.641 0.01
Br -2.338 -2.869 -1.896 0.539 -0.294 0.140 -0.02
Br -0.917 -5.593 -0.829 0.147 1.203 -0.230 -0.04
Br -0.243 -2.737 0.556 -0.134 -0.401 -0.484 0.00
H 0.098 -3.455 -1.788 -0.075 -0.156 -0.147 0.05
C -0.150 1.710 1.332 1.269 0.375 0.785 -0.63
O -1.148 0.922 1.968 0.493 0.611 0.167 -0.30
C -1.893 0.157 1.202 -0.781 -0.086 0.261 0.81
O -1.952 0.178 0.011 0.006 0.001 -0.884 -0.51
O -2.593 -0.626 2.023 -0.169 0.223 0.292 -0.31
C -3.637 -1.398 1.467 -0.301 -1.436 0.267 -0.47
H 0.585 1.835 2.130 0.255 -0.243 -0.207 0.32
H -0.392 2.748 1.110 -0.951 -0.333 -0.316 0.20
H 0.313 1.232 0.474 -0.245 -0.198 -0.041 0.29
H -3.434 -1.696 0.443 -0.098 0.364 -0.068 0.12
H -4.629 -0.968 1.608 0.230 0.590 -0.283 0.30
H -3.676 -2.319 2.059 0.212 0.074 -0.050 0.23
C 2.055 1.638 -3.016 -0.573 -0.975 -0.526 -0.58
O 3.098 0.720 -2.661 0.342 1.010 0.835 -0.33
C 2.942 -0.535 -3.040 0.213 -0.074 0.024 0.81
O 2.353 -0.921 -4.004 -0.607 -0.201 -0.518 -0.54
O 3.571 -1.298 -2.152 0.581 0.166 0.305 -0.29
C 3.504 -2.693 -2.315 -0.578 -1.263 1.677 -0.67
H 1.117 1.138 -2.762 -0.144 0.282 -0.179 0.27
H 2.085 1.819 -4.088 -0.070 0.187 0.014 0.28
H 2.121 2.555 -2.444 0.515 -0.079 0.096 0.22
H 3.443 -3.130 -1.306 0.013 0.482 0.103 0.26
H 4.416 -3.168 -2.670 -0.172 0.436 -0.956 0.29
H 2.549 -2.999 -2.740 0.435 0.007 -0.833 0.28
```
Forces are in eV/Å.

---

Density functional theory data (the ωB97M-V functional and the def2-TZVPD basis) for C8H14CaN2O14 as an isolated structure.

Output
- Expectation value of S²: 0.76
- Spin multiplicity: 2
- Total charge: -1
- HOMO-LUMO gap (spin up / spin down): 6.2239 / 3.1232 eV
- Molecular weight: 402.278 g mol⁻¹

Structure (XYZ):
```
39
Properties=species:S:1:pos:R:3:forces:R:3:mulliken_spin:R:1
Ca 0.481 2.075 -0.248 -0.040 -0.111 0.078 0.01
O -1.137 2.440 1.262 0.460 -0.799 0.531 0.00
H -1.147 1.538 1.636 -0.280 0.566 -0.033 0.00
O 2.246 1.412 -1.408 0.154 -0.532 -0.682 0.01
H 2.702 0.972 -2.152 -0.478 0.551 0.821 0.00
N 1.280 4.434 2.167 -0.541 -2.081 -3.120 -0.03
O 0.233 5.129 1.980 1.022 -0.610 -0.287 0.57
O 1.662 3.668 1.210 -1.016 2.235 1.504 0.21
O 1.861 4.446 3.192 0.566 0.583 1.747 0.08
N -1.360 4.457 -1.728 0.695 -1.519 0.084 -0.01
O -1.507 5.017 -0.659 -0.400 1.350 0.678 0.11
O -1.843 4.860 -2.788 0.147 -0.148 0.251 0.02
O -0.665 3.379 -1.681 -0.372 0.784 -1.393 0.04
C -2.027 -1.190 -5.056 -0.120 -1.906 -1.227 0.00
C -2.359 -1.290 -3.598 0.489 -1.212 -0.070 0.00
C -1.681 -2.437 -2.738 -1.293 1.435 -0.051 0.00
O -1.476 -1.677 -1.507 0.702 -2.743 -0.421 0.00
C -1.520 -0.387 -1.695 -0.337 2.260 -0.639 0.00
O -1.287 0.412 -0.832 -0.131 -0.722 -1.384 0.00
O -1.928 -0.103 -3.015 0.841 0.498 2.784 0.00
H -1.753 -2.164 -5.458 -0.095 -0.636 0.233 0.00
H -1.125 -0.650 -5.343 -0.513 0.827 0.447 0.00
H -2.940 -1.006 -5.622 0.352 0.906 -0.164 0.00
H -3.435 -1.388 -3.448 -0.176 0.030 -0.078 0.00
H -0.823 -2.927 -3.200 0.665 0.729 0.388 0.00
H -2.353 -3.259 -2.492 -0.263 0.265 -0.005 0.00
C 2.061 -3.549 3.079 0.322 -1.299 0.641 0.00
C 1.282 -2.332 3.443 -0.221 0.480 -0.797 0.00
C 1.928 -1.237 4.319 -1.817 -0.834 0.708 0.00
O 1.920 -0.115 3.477 2.557 1.984 2.447 0.00
C 1.358 -0.348 2.358 -0.326 0.267 -4.405 0.00
O 1.271 0.348 1.382 0.012 0.685 1.164 0.00
O 0.991 -1.600 2.262 -1.385 -2.117 0.070 0.00
H 3.108 -3.394 2.818 0.146 0.274 0.696 0.00
H 1.761 -4.229 2.281 -0.985 0.765 -0.397 0.00
H 1.858 -4.182 3.942 1.117 -0.359 0.349 0.00
H 0.367 -2.592 3.976 -0.266 -0.326 -0.516 0.00
H 2.837 -1.545 4.834 0.399 0.641 -0.555 0.00
H 1.160 -0.983 5.049 0.409 -0.160 0.602 0.00
```
Forces are in eV/Å.

---

Density functional theory data (the ωB97M-V functional and the def2-TZVPD basis) for a 2-piece molecular cluster, C8H14ClOPS overall.

Output
- HOMO-LUMO gap: 6.3992 eV
- Energy above the lowest of the compared OMol25 structures with the same formula, charge and spin: 249.6 kJ/mol
- Molecular weight: 224.693 g mol⁻¹

Structure (XYZ):
```
26
Properties=species:S:1:pos:R:3:forces:R:3:mulliken_charge:R:1
C 1.717 -1.567 -0.555 -2.222 1.133 -0.568 -0.89
C 2.274 -2.530 -0.106 1.651 -0.219 0.104 1.13
C 2.693 2.293 -1.351 -1.876 -1.504 -0.651 -0.83
C -1.064 -0.384 1.384 -0.651 -1.805 1.445 -1.32
C -2.362 -0.321 -0.796 0.893 0.894 -1.751 -1.56
C -1.183 -2.465 -0.043 0.433 -1.864 -2.621 -1.66
C 1.379 2.891 -0.746 1.194 -0.778 -1.001 -0.48
C -1.192 -0.976 -0.045 0.174 1.711 1.360 1.70
O 0.106 -0.611 -2.542 0.056 0.318 -1.668 -0.60
P 0.320 -0.567 -1.114 1.099 0.785 3.750 0.38
S 1.014 2.028 0.751 -1.078 -1.852 -0.795 -0.18
Cl 3.477 -3.540 0.355 -0.291 -0.275 0.163 -0.13
H 3.136 2.935 -2.093 0.378 0.205 -0.198 0.36
H 3.312 2.053 -0.516 0.909 0.259 0.385 0.32
H 2.508 1.248 -1.825 -0.012 1.736 0.525 0.13
H -0.986 -1.255 2.194 -0.979 1.668 -1.649 0.26
H -0.094 0.043 1.565 0.288 0.723 -0.230 0.25
H -1.895 0.372 1.566 1.315 -1.128 0.164 0.26
H -2.123 -0.329 -1.916 -0.431 0.430 1.465 0.35
H -2.592 0.710 -0.419 0.540 -0.851 -0.576 0.35
H -3.270 -0.867 -0.749 -0.827 -0.840 0.516 0.41
H -1.075 -2.716 -1.165 -0.298 -0.304 1.441 0.43
H -0.254 -2.894 0.414 -1.236 0.317 0.023 0.31
H -2.137 -2.950 0.261 0.721 0.475 0.262 0.40
H 0.544 2.867 -1.453 0.150 0.114 0.150 0.27
H 1.556 3.908 -0.441 0.101 0.655 -0.044 0.35
```
Forces are in eV/Å.

---

Density functional theory data (the ωB97M-V functional and the def2-TZVPD basis) for C8H14CuNO8P2 as an isolated structure.

Output
- HOMO-LUMO gap: 8.9234 eV
- Energy above the lowest of the compared OMol25 structures with the same formula, charge and spin: 0.0 kJ/mol
- Molecular weight: 377.693 g mol⁻¹

Structure (XYZ):
```
34
Properties=species:S:1:pos:R:3:forces:R:3:mulliken_charge:R:1
Cu 0.609 -0.397 0.707 0.098 -0.118 -0.037 0.20
O -2.242 -1.701 -0.526 -0.441 -0.842 0.133 -0.56
C -2.156 -1.868 0.856 -0.407 -0.214 0.652 -0.82
C -1.036 -2.811 1.214 -1.600 0.503 -0.258 1.12
C -1.331 -4.175 1.326 1.740 1.140 0.324 -0.83
C -0.306 -5.078 1.428 1.875 1.873 -0.532 -0.27
C 1.034 -4.531 1.372 -1.815 0.240 0.059 -0.73
C 1.173 -3.139 1.341 0.433 -0.788 -0.483 0.14
N 0.156 -2.246 1.266 0.836 -1.375 -0.082 -0.26
H -1.728 -0.905 -0.694 0.175 0.571 -0.610 0.45
H -3.112 -2.225 1.269 0.203 0.046 -0.214 0.40
H -1.908 -0.930 1.333 -0.171 0.541 0.283 0.24
H -2.350 -4.392 1.332 -1.388 -0.779 -0.111 0.43
H -0.512 -6.111 1.412 0.065 -1.120 0.201 0.44
H 1.897 -5.182 1.278 -0.064 0.208 0.247 0.37
H 2.139 -2.686 1.215 0.408 -0.115 0.322 0.38
C 0.466 3.973 -2.022 -1.194 -0.162 -0.872 -1.78
C 0.506 2.555 -1.551 1.152 0.591 1.643 0.99
O 0.775 1.713 -2.610 -0.416 -2.874 0.157 -0.65
P 1.842 2.443 -0.257 -0.800 -0.777 0.290 0.70
O 3.230 3.003 -0.740 0.477 -0.522 -0.439 -0.53
O 1.447 3.522 0.787 0.000 0.539 0.411 -0.60
O 1.917 1.058 0.322 0.419 0.130 -0.323 -0.58
P -1.015 1.930 -0.753 -1.215 1.224 -0.212 1.21
O -0.941 2.624 0.798 -0.265 -0.678 -0.653 -0.72
O -2.198 2.536 -1.395 0.056 -0.430 0.248 -0.82
O -0.768 0.431 -0.707 -0.010 0.688 0.426 -0.69
H 1.436 4.243 -2.375 0.814 0.628 0.168 0.50
H 0.022 4.619 -1.281 0.290 0.448 0.154 0.35
H -0.162 4.012 -2.915 -0.241 -0.069 0.158 0.39
H 0.436 0.828 -2.227 0.873 1.234 -1.363 0.34
H 3.807 2.260 -0.976 0.072 0.271 -0.061 0.36
H 0.493 3.314 0.976 0.061 0.282 0.399 0.50
H -1.622 3.317 0.796 -0.020 -0.294 -0.025 0.32
```
Forces are in eV/Å.

---

Density functional theory data (the ωB97M-V functional and the def2-TZVPD basis) for an isolated ion of composition C8H14F2N and charge +1.

Output
- Total charge: +1
- HOMO-LUMO gap: 9.3672 eV
- Energy above the lowest of the compared OMol25 structures with the same formula, charge and spin: 55.6 kJ/mol
- SMILES string: C=CC(F)(F)CC/[N+](C)=C\C
- Molecular weight: 162.203 g mol⁻¹

Structure (XYZ):
```
25
Properties=species:S:1:pos:R:3:forces:R:3:mulliken_charge:R:1
C -2.320 -1.625 1.058 2.286 -0.033 1.779 -0.71
C -1.837 -0.391 1.061 -0.396 0.888 0.774 -0.64
C -2.130 0.517 -0.063 0.770 -3.132 -1.224 0.93
F -1.963 1.763 0.271 0.092 2.708 0.698 -0.31
F -3.444 0.301 -0.415 0.498 0.525 -0.395 -0.31
C -1.248 0.229 -1.336 -2.668 -0.771 0.548 -0.62
C 0.205 0.655 -1.359 -1.320 -2.594 -2.776 -0.83
N 0.976 0.007 -0.340 1.016 -0.084 1.384 0.19
C 0.873 -1.446 -0.166 0.092 0.928 1.525 -1.14
C 1.676 0.627 0.521 1.344 1.961 1.210 0.40
C 1.565 2.128 0.650 -0.521 -1.521 -0.366 -1.27
H -2.615 -2.175 0.201 -0.981 -0.004 -0.586 0.32
H -2.029 -2.197 1.936 -0.482 -0.321 -0.092 0.38
H -1.292 0.154 1.870 -0.656 -1.018 -0.213 0.44
H -1.891 0.936 -1.938 1.194 -1.365 -0.879 0.40
H -1.324 -0.917 -1.500 -0.433 2.200 -0.393 0.30
H 0.568 0.189 -2.395 -0.276 1.458 2.085 0.23
H 0.184 1.698 -1.337 0.882 1.484 0.009 0.50
H 1.880 -1.821 -0.181 0.378 -0.438 0.814 0.46
H 0.207 -1.564 0.759 1.253 -0.667 -1.682 0.36
H 0.491 -1.762 -1.070 -1.417 -1.339 -1.498 0.40
H 2.426 0.131 1.164 -0.938 -0.425 -0.358 0.47
H 1.999 2.418 -0.296 -0.196 0.998 -0.425 0.38
H 2.124 2.624 1.451 -0.379 -0.549 -0.039 0.37
H 0.455 2.215 0.676 0.857 1.111 0.098 0.29
```
Forces are in eV/Å.

---

Density functional theory data (the ωB97M-V functional and the def2-TZVPD basis) for C8H14F9KNO10S3 as an isolated structure.

Output
- Expectation value of S²: 0.77
- Spin multiplicity: 2
- HOMO-LUMO gap (spin up / spin down): 9.3003 / 3.8665 eV
- Molecular weight: 590.478 g mol⁻¹

Structure (XYZ):
```
46
Properties=species:S:1:pos:R:3:forces:R:3:mulliken_spin:R:1
K 1.184 0.134 1.646 -0.445 -0.010 -0.478 0.00
C -1.829 -0.997 -2.210 1.043 0.002 -1.399 0.00
N -1.256 0.045 -3.252 0.108 -0.279 1.865 0.00
C -0.537 -0.673 -4.406 -0.940 -0.270 0.177 0.00
C -2.449 0.912 -3.691 0.793 -0.117 -0.876 0.00
C -0.237 1.048 -2.579 0.820 -0.396 -1.616 0.00
C 1.140 0.512 -2.095 -0.246 0.439 -0.716 0.00
O 0.968 -0.509 -1.206 -1.703 0.060 1.493 0.00
H -2.240 -0.440 -1.368 -0.193 -0.149 -0.279 0.00
H -1.072 -1.712 -1.889 0.460 0.738 0.125 0.00
H -2.484 -1.642 -2.795 -0.708 0.541 0.227 0.00
H -1.199 -1.428 -4.830 -0.387 0.215 0.110 0.00
H 0.332 -1.254 -4.097 0.006 0.510 0.617 0.00
H -0.264 0.000 -5.219 -0.063 0.327 0.395 0.00
H -3.312 0.345 -4.040 0.315 -0.484 0.281 0.00
H -2.109 1.492 -4.549 0.093 0.094 0.076 0.00
H -2.774 1.610 -2.920 0.350 -0.360 0.293 0.00
H -0.667 1.703 -1.822 -0.594 -0.687 0.245 0.00
H -0.056 1.673 -3.453 0.315 0.371 0.136 0.00
H 1.623 1.393 -1.671 -0.126 0.409 0.327 0.00
H 1.872 0.177 -2.829 -0.434 0.108 -0.909 0.00
H 1.789 -0.964 -1.009 1.056 -0.981 -0.332 0.00
C -1.253 4.276 2.361 -0.606 -1.942 -0.765 0.00
F -2.452 4.727 2.743 0.476 -0.070 -0.085 0.00
F -0.771 5.067 1.404 0.161 0.237 0.430 0.00
F -0.445 4.249 3.430 -0.134 0.202 -0.614 0.00
S -1.451 2.463 1.574 -1.485 -1.511 0.711 0.00
O -0.327 2.270 0.634 0.177 0.357 0.992 0.00
O -1.468 1.547 2.749 1.092 1.405 -1.334 0.00
O -2.728 2.415 0.866 0.747 0.924 0.345 0.00
C 0.476 0.584 6.211 -0.238 -0.723 -0.679 -0.01
F 0.347 1.804 5.755 0.257 0.411 -0.178 0.00
F 0.526 0.580 7.522 0.606 0.106 0.554 0.00
F -0.603 -0.125 5.871 0.697 -0.092 -0.421 0.00
S 2.110 -0.197 5.509 -1.765 1.170 -0.562 -0.12
O 2.018 -0.148 4.030 0.306 -0.252 2.205 0.36
O 3.192 0.582 6.063 -0.290 -0.615 -0.268 0.30
O 2.017 -1.578 5.981 0.532 -0.013 -0.254 0.48
C 1.068 -4.296 -0.574 1.515 -0.107 0.995 0.00
F 0.558 -4.949 0.479 0.721 -0.633 -0.162 0.00
F 1.344 -5.133 -1.596 0.125 0.355 0.974 0.00
F 0.110 -3.512 -0.954 -1.529 1.669 -1.182 0.00
S 2.578 -3.208 -0.003 3.852 -0.410 -1.982 0.00
O 2.161 -2.378 1.101 -1.237 -0.123 0.838 0.00
O 3.656 -4.180 0.285 -2.407 1.354 -0.481 0.00
O 2.914 -2.285 -1.157 -1.090 -1.779 1.158 0.00
```
Forces are in eV/Å.